Entry 1:
{
  "formula": "C32H68NO14",
  "method": "ωB97M-V with the def2-TZVPD basis set",
  "elements": ["N", "H", "H", "H", "H", "O", "C", "O", "C", "C", "C", "H", "H", "H", "H", "H", "H", "H", "H", "O", "C", "O", "C", "C", "C", "H", "H", "H", "H", "H", "H", "H", "H", "O", "C", "O", "C", "C", "C", "H", "H", "H", "H", "H", "H", "H", "H", "O", "C", "O", "C", "C", "C", "H", "H", "H", "H", "H", "H", "H", "H", "O", "C", "O", "C", "C", "C", "H", "H", "H", "H", "H", "H", "H", "H", "C", "C", "O", "C", "H", "H", "H", "H", "H", "H", "C", "C", "O", "C", "H", "H", "H", "H", "H", "H", "C", "C", "O", "C", "H", "H", "H", "H", "H", "H", "C", "C", "O", "C", "H", "H", "H", "H", "H", "H"],
  "positions_angstrom": [[0.008, 0.006, 0.344], [0.584, -0.013, -0.419], [0.437, 0.646, 0.998], [-0.057, -0.774, 0.803], [-0.916, 0.375, 0.066], [-2.713, -1.294, 0.235], [-3.649, -0.832, 0.931], [-4.252, -1.459, 1.964], [-3.692, -2.588, 2.507], [-4.363, -3.066, 3.773], [-4.022, 0.637, 0.812], [-2.736, -2.349, 2.880], [-3.383, -3.278, 1.750], [-3.949, -4.063, 4.165], [-5.471, -3.190, 3.476], [-4.310, -2.324, 4.604], [-3.451, 1.121, 0.062], [-4.011, 1.243, 1.683], [-5.043, 0.558, 0.423], [1.056, -2.443, -0.758], [1.275, -3.559, -1.252], [0.585, -4.603, -0.942], [-0.585, -4.471, -0.181], [-1.404, -5.858, -0.252], [2.435, -3.894, -2.176], [-1.055, -3.672, -0.549], [-0.268, -4.227, 0.823], [-1.547, -6.356, -1.351], [-2.211, -5.946, 0.424], [-0.719, -6.558, 0.200], [1.878, -4.241, -3.076], [2.983, -4.621, -1.824], [2.942, -3.061, -2.729], [1.300, 0.880, -2.623], [2.364, 1.435, -2.950], [2.552, 2.717, -2.806], [1.477, 3.687, -2.568], [1.894, 5.191, -2.523], [3.482, 0.682, -3.491], [0.932, 3.251, -1.823], [0.537, 3.467, -3.531], [2.205, 5.501, -3.497], [2.463, 5.521, -1.610], [1.024, 5.842, -2.464], [3.792, 1.238, -4.346], [3.178, -0.399, -3.692], [4.093, 0.464, -2.601], [-1.136, 2.867, -0.230], [-1.833, 3.854, -0.531], [-1.797, 4.957, 0.040], [-1.004, 5.269, 1.309], [0.241, 5.985, 1.049], [-2.686, 3.790, -1.797], [-0.936, 4.324, 1.627], [-1.887, 6.001, 1.912], [0.078, 7.050, 0.724], [0.985, 5.523, 0.413], [0.780, 5.964, 1.915], [-2.513, 2.952, -2.604], [-2.714, 4.721, -2.364], [-3.716, 3.761, -1.423], [-3.696, -0.798, -4.282], [-2.470, -0.888, -4.477], [-2.011, -1.358, -5.669], [-2.940, -1.784, -6.730], [-2.070, -1.976, -8.092], [-1.313, -0.559, -3.482], [-3.831, -0.967, -6.967], [-3.504, -2.857, -6.501], [-1.616, -2.785, -7.989], [-1.439, -1.152, -8.099], [-2.716, -2.011, -8.917], [-0.637, -1.395, -3.716], [-1.603, -0.737, -2.490], [-1.047, 0.447, -3.686], [3.359, 3.720, 1.277], [3.745, 2.372, 0.606], [2.810, 1.422, 0.357], [5.208, 2.116, 0.416], [4.033, 3.934, 1.896], [2.280, 3.543, 1.460], [3.554, 4.280, 0.454], [5.472, 1.680, -0.607], [5.626, 1.423, 1.083], [5.878, 2.833, 0.481], [-1.717, 0.577, 5.537], [-2.034, 1.288, 4.173], [-1.532, 0.968, 3.041], [-3.219, 2.330, 4.260], [-2.339, 0.772, 6.425], [-0.706, 0.902, 5.857], [-1.684, -0.582, 5.603], [-3.126, 3.090, 3.500], [-3.008, 2.785, 5.037], [-4.107, 1.812, 4.245], [4.323, -1.393, 0.511], [4.613, -2.912, 0.272], [5.253, -3.281, -0.742], [3.732, -3.916, 1.110], [4.542, -1.149, 1.566], [3.300, -0.971, -0.103], [4.952, -0.921, -0.159], [2.568, -3.554, 1.272], [4.038, -3.870, 2.078], [3.847, -4.976, 0.977], [0.197, -2.668, 5.109], [0.406, -1.859, 3.793], [-0.117, -2.260, 2.652], [1.430, -0.805, 3.711], [-0.526, -3.473, 4.864], [-0.091, -1.821, 5.854], [1.176, -3.161, 5.287], [2.449, -1.052, 4.180], [1.038, 0.159, 4.007], [1.764, -0.865, 2.854]],
  "atomic_forces_ev_per_a": [[-1.66, 6.52, -0.61], [2.04, -0.54, -2.93], [0.02, 0.76, 0.13], [-0.72, -6.58, 2.95], [0.32, -0.20, 0.24], [-2.62, 0.44, 1.94], [3.62, 0.15, -0.25], [-1.17, 2.18, -1.33], [2.25, -1.30, 1.27], [-2.52, -1.12, -0.27], [-1.66, -1.70, -0.96], [1.72, 0.93, 0.17], [-0.83, -1.06, -0.52], [-0.57, 1.49, -0.85], [1.43, -0.15, 1.03], [0.04, -0.42, -0.76], [0.74, 0.16, -0.75], [-0.01, -0.04, 1.08], [-0.19, 0.58, 0.13], [0.03, -1.14, -0.87], [1.63, 3.07, 0.95], [0.40, -2.19, -1.03], [-0.18, -3.79, 1.34], [2.72, -0.06, -2.41], [-4.42, 4.23, -4.00], [-2.44, 3.05, -1.31], [-0.28, -0.16, 0.56], [-0.10, 1.83, 2.62], [-1.42, 0.53, 0.14], [0.56, -0.45, 0.09], [0.28, -0.69, 0.48], [3.17, -3.64, 1.76], [-0.03, -0.31, 1.72], [1.27, 1.07, -0.28], [-4.40, -1.74, 1.47], [1.22, 2.75, -0.64], [-1.93, -0.58, -4.56], [-0.78, -1.05, 1.04], [-0.31, -2.50, 0.85], [-1.31, -0.32, 2.71], [3.10, 0.93, 2.47], [1.40, 0.05, -0.34], [0.18, -0.63, -1.30], [-0.78, -0.54, 0.34], [1.41, -0.07, -0.40], [-0.08, 1.71, -0.36], [0.95, 0.85, -0.66], [-0.78, 0.83, 0.44], [2.12, -5.04, -2.93], [-0.25, 4.83, 1.76], [-4.95, 3.54, -1.43], [-0.22, 1.75, -2.25], [-0.84, -0.45, -1.04], [0.70, -3.28, 2.36], [2.95, -2.44, -1.54], [0.21, -1.12, 0.32], [-0.47, -0.45, -0.85], [1.22, 0.51, 2.89], [-0.03, 1.32, 2.29], [0.48, 0.22, 0.23], [-0.09, -0.48, -0.23], [3.08, 0.06, -0.01], [-3.29, -0.25, 0.19], [-0.29, -0.25, -0.41], [-2.41, -0.44, -1.59], [-5.30, 5.80, 3.08], [-1.45, -2.29, -2.63], [2.45, -1.99, 1.12], [1.55, 2.93, -0.06], [4.33, -7.04, 0.63], [1.30, 1.45, -0.48], [-0.93, 0.12, -1.12], [0.75, 1.07, -0.01], [-0.87, 0.19, 1.35], [1.02, 0.63, -0.01], [-5.81, -6.14, -5.04], [-4.16, -4.33, 0.45], [5.05, 5.31, 1.09], [-2.19, -3.56, -3.37], [4.82, 1.80, 5.92], [0.79, 0.98, 0.57], [-0.05, 2.66, -2.54], [-0.87, 0.26, 1.14], [-0.15, -1.52, 1.24], [2.38, 4.55, 0.50], [0.97, -1.35, 0.30], [-0.66, -1.56, -3.32], [-1.21, 1.08, 4.68], [2.79, -3.66, -6.90], [-0.29, 0.71, -0.82], [-0.30, -0.12, -0.28], [-0.05, 1.89, -1.12], [-0.20, -0.22, -0.81], [1.02, 4.30, 8.07], [-2.11, -1.03, 0.12], [-2.26, -1.22, -1.04], [-1.54, -1.03, -3.17], [-1.38, 1.00, 3.36], [-2.20, 1.87, -1.23], [-0.79, 0.40, -0.57], [2.10, -1.72, 2.68], [2.13, 1.14, -0.84], [2.87, -0.87, -1.10], [1.22, 0.69, 3.23], [-0.17, -0.36, -1.23], [-0.25, 1.79, -1.46], [-1.76, -3.90, -4.09], [1.86, 1.93, 5.20], [-0.63, 0.02, 8.17], [0.05, 0.79, 0.71], [0.53, -2.20, -0.66], [-0.51, 0.60, 0.42], [-1.78, 0.29, 0.73], [0.20, 0.28, 0.02], [2.45, 0.42, -9.23]],
  "charge": 1,
  "relative_energy_kcal_mol": 43.2,
  "orbital_gap_ha": 0.349,
  "energy_ha": -2367.55870,
  "homo_energy_ha": -0.4183
}

Entry 2:
{
  "formula": "C32H70ClNO6P",
  "method": "ωB97M-V with the def2-TZVPD basis set",
  "elements": ["C", "C", "C", "Cl", "P", "C", "C", "C", "C", "C", "N", "H", "H", "H", "H", "H", "H", "H", "H", "H", "H", "H", "H", "H", "H", "H", "H", "H", "H", "H", "H", "H", "H", "C", "C", "C", "O", "C", "H", "H", "H", "H", "H", "H", "H", "H", "C", "C", "C", "O", "C", "H", "H", "H", "H", "H", "H", "H", "H", "C", "C", "C", "O", "C", "H", "H", "H", "H", "H", "H", "H", "H", "C", "C", "C", "O", "C", "H", "H", "H", "H", "H", "H", "H", "H", "C", "C", "C", "O", "C", "H", "H", "H", "H", "H", "H", "H", "H", "C", "C", "C", "O", "C", "H", "H", "H", "H", "H", "H", "H", "H"],
  "positions_angstrom": [[0.861, 1.396, -0.239], [1.921, 0.916, -1.231], [3.254, 0.372, -0.681], [3.559, 0.940, 1.024], [3.533, -1.590, -0.880], [1.743, -2.059, -0.302], [0.804, -2.525, -1.411], [-0.669, -2.630, -1.020], [-1.291, -1.291, -0.611], [-2.830, -1.318, -0.583], [-3.532, -0.442, -1.530], [-0.109, 1.484, -0.742], [0.744, 0.701, 0.596], [1.105, 2.372, 0.186], [1.506, 0.110, -1.850], [2.130, 1.743, -1.921], [4.086, 0.814, -1.234], [3.053, -1.371, -2.278], [4.920, -1.284, -1.328], [3.987, -1.701, 0.512], [3.771, -3.011, -1.133], [1.287, -1.271, 0.312], [1.942, -2.908, 0.367], [0.888, -1.866, -2.286], [1.146, -3.511, -1.749], [-1.243, -3.026, -1.872], [-0.784, -3.359, -0.208], [-0.912, -0.982, 0.367], [-0.961, -0.530, -1.331], [-3.188, -2.337, -0.767], [-3.185, -1.043, 0.416], [-3.305, -0.726, -2.477], [-3.177, 0.505, -1.439], [3.225, 5.264, 2.437], [4.506, 4.517, 2.080], [5.026, 5.358, 0.924], [4.620, 6.708, 1.195], [3.645, 6.715, 2.236], [2.864, 5.066, 3.446], [2.438, 4.987, 1.733], [5.212, 4.534, 2.914], [4.325, 3.481, 1.800], [4.587, 5.034, -0.024], [6.112, 5.337, 0.828], [4.092, 7.126, 3.150], [2.823, 7.370, 1.935], [-1.672, 5.381, 2.509], [-1.449, 6.429, 1.417], [-0.165, 5.918, 0.774], [-0.190, 4.502, 0.902], [-1.220, 4.106, 1.804], [-2.703, 5.324, 2.856], [-1.030, 5.588, 3.368], [-2.272, 6.405, 0.699], [-1.353, 7.446, 1.795], [0.720, 6.314, 1.285], [-0.083, 6.167, -0.286], [-2.043, 3.654, 1.238], [-0.815, 3.353, 2.481], [6.041, -6.574, -4.229], [5.196, -7.255, -3.152], [4.959, -6.101, -2.180], [4.927, -4.922, -2.972], [5.396, -5.191, -4.283], [6.025, -7.086, -5.191], [7.079, -6.495, -3.899], [4.248, -7.595, -3.576], [5.687, -8.107, -2.681], [5.771, -6.027, -1.448], [4.017, -6.176, -1.635], [4.552, -5.180, -4.984], [6.090, -4.400, -4.573], [-2.207, -5.475, 3.504], [-1.004, -6.416, 3.583], [-0.709, -6.656, 2.105], [-1.086, -5.463, 1.429], [-1.837, -4.619, 2.298], [-2.361, -4.883, 4.404], [-3.120, -6.040, 3.305], [-0.161, -5.911, 4.059], [-1.204, -7.339, 4.127], [-1.297, -7.497, 1.718], [0.345, -6.851, 1.903], [-1.219, -3.763, 2.591], [-2.706, -4.243, 1.755], [-1.164, 5.306, -3.187], [-2.380, 6.167, -3.524], [-3.489, 5.121, -3.557], [-3.124, 4.123, -2.609], [-1.762, 4.306, -2.206], [-0.334, 5.866, -2.756], [-0.801, 4.794, -4.080], [-2.564, 6.892, -2.728], [-2.287, 6.709, -4.465], [-3.571, 4.668, -4.552], [-4.467, 5.521, -3.282], [-1.736, 4.694, -1.183], [-1.256, 3.341, -2.213], [-7.299, -1.372, 2.127], [-5.958, -1.388, 1.395], [-5.023, -1.872, 2.495], [-5.796, -2.739, 3.331], [-7.179, -2.610, 3.008], [-8.160, -1.414, 1.462], [-7.385, -0.474, 2.743], [-5.980, -2.103, 0.571], [-5.662, -0.422, 0.988], [-4.652, -1.033, 3.094], [-4.165, -2.427, 2.116], [-7.513, -3.506, 2.472], [-7.747, -2.536, 3.938]],
  "atomic_forces_ev_per_a": [[0.06, 0.00, 0.09], [0.06, 0.06, -0.05], [-0.10, 0.08, -0.12], [0.02, 0.06, 0.11], [0.05, 0.06, 0.03], [-0.08, -0.15, 0.11], [0.07, -0.06, 0.05], [-0.02, -0.01, 0.00], [-0.05, -0.15, -0.19], [-0.07, 0.06, 0.19], [0.05, -0.03, -0.06], [0.07, 0.05, 0.05], [-0.03, 0.04, -0.09], [0.04, -0.07, -0.05], [0.05, 0.08, 0.05], [-0.06, -0.05, 0.01], [-0.04, -0.08, 0.00], [0.02, 0.03, 0.03], [-0.10, -0.02, 0.05], [-0.04, -0.01, -0.03], [0.01, -0.01, -0.01], [0.14, -0.03, -0.12], [-0.06, 0.10, 0.04], [-0.02, -0.02, 0.06], [0.00, 0.08, -0.07], [0.02, 0.02, 0.03], [-0.03, 0.03, -0.03], [0.05, 0.00, -0.12], [-0.07, -0.04, 0.13], [0.03, 0.03, 0.05], [0.00, -0.04, -0.05], [0.00, 0.01, -0.01], [-0.02, 0.02, 0.01], [-0.04, 0.03, -0.04], [0.02, -0.06, 0.02], [-0.02, -0.03, 0.01], [0.04, 0.03, 0.00], [-0.02, -0.04, -0.01], [0.02, -0.01, 0.01], [-0.01, -0.01, 0.03], [-0.01, 0.04, 0.01], [0.03, -0.02, -0.04], [-0.01, -0.01, 0.00], [0.00, 0.01, 0.00], [0.01, 0.00, -0.01], [-0.01, 0.00, 0.01], [0.00, 0.00, -0.02], [0.00, -0.06, 0.02], [-0.01, 0.08, -0.05], [0.05, 0.02, -0.03], [-0.01, 0.01, 0.05], [0.00, 0.01, -0.01], [0.01, 0.00, 0.00], [0.00, -0.01, 0.00], [0.00, 0.00, 0.01], [-0.03, 0.02, 0.01], [0.00, 0.04, 0.01], [0.00, 0.00, -0.01], [-0.01, 0.00, 0.00], [-0.03, 0.01, 0.01], [0.02, 0.03, 0.00], [-0.03, -0.04, 0.01], [0.01, 0.06, -0.07], [0.04, -0.07, 0.00], [-0.01, -0.01, 0.00], [0.00, 0.00, 0.01], [0.00, 0.01, 0.00], [0.01, 0.00, -0.01], [0.01, 0.01, -0.01], [0.01, 0.00, 0.00], [0.00, 0.00, 0.01], [0.00, -0.01, -0.01], [0.03, 0.00, 0.00], [-0.02, 0.00, -0.02], [0.03, 0.03, 0.08], [-0.04, -0.04, -0.12], [0.00, 0.02, 0.04], [0.00, 0.00, 0.00], [0.00, 0.00, -0.01], [0.00, 0.01, 0.00], [-0.01, 0.00, 0.00], [-0.01, 0.01, 0.00], [0.00, -0.01, 0.00], [0.00, 0.00, 0.00], [0.00, -0.01, -0.01], [-0.01, 0.00, 0.01], [0.01, -0.02, -0.01], [0.00, 0.03, 0.01], [-0.03, -0.02, 0.00], [0.05, -0.01, 0.01], [0.00, 0.00, 0.00], [0.00, -0.01, 0.00], [0.00, 0.00, 0.01], [0.00, 0.00, 0.00], [0.01, -0.01, 0.00], [0.00, 0.00, -0.01], [0.00, -0.03, 0.00], [0.00, -0.01, 0.02], [0.02, -0.01, -0.01], [0.00, -0.02, 0.03], [0.04, 0.01, -0.01], [-0.02, -0.01, 0.01], [-0.01, 0.03, 0.00], [0.00, 0.00, -0.01], [0.01, 0.00, 0.01], [0.01, 0.00, -0.01], [-0.01, 0.00, -0.02], [0.00, 0.00, 0.01], [-0.01, 0.00, 0.01], [0.01, 0.00, 0.00], [-0.01, 0.00, 0.00]],
  "charge": -1,
  "orbital_gap_ha": 0.205,
  "energy_ha": -2568.81237,
  "homo_energy_ha": -0.1210
}

Which of these has the highest charge?
C32H68NO14